1.
The following is a quantum chemistry calculation of a structure of composition C40H55BF6N4NiPSSi, from the Open Molecules 2025 dataset.

Each line ends with the Mulliken charge.
Geometry (Å):
Ni  0.425  0.139  0.245  0.50
S  -0.852  -1.851  0.269  -0.51
C  -0.255  -2.665  1.647  0.33
N  1.061  -2.979  1.714  0.30
C  1.647  -3.628  2.740  -0.32
C  0.905  -4.027  3.810  -0.66
C  -0.470  -3.732  3.803  -0.39
C  -1.038  -3.066  2.750  -0.55
H  1.648  -2.682  0.932  0.15
H  2.709  -3.797  2.642  0.48
H  1.370  -4.549  4.632  0.43
H  -1.085  -4.032  4.642  0.43
H  -2.089  -2.819  2.731  0.38
C  0.987  -0.013  5.298  -1.02
Si  1.550  0.740  3.673  0.09
C  2.940  -0.306  3.037  -0.57
C  2.105  2.511  3.874  -1.18
N  0.227  0.728  2.456  0.12
C  -0.943  1.174  2.745  0.62
C  -1.376  1.749  4.037  -0.47
C  -2.675  1.908  4.299  -1.64
C  -3.740  1.542  3.287  1.09
C  -3.205  0.473  2.418  -2.37
C  -2.048  1.100  1.734  0.20
H  1.871  -0.266  5.887  0.43
H  0.428  -0.936  5.128  0.22
H  0.369  0.646  5.904  0.40
H  3.078  -1.214  3.627  0.34
H  3.884  0.240  3.047  0.46
H  2.778  -0.596  2.005  -0.30
H  2.862  2.580  4.658  0.45
H  1.291  3.190  4.128  0.31
H  2.558  2.864  2.945  0.27
H  -0.631  2.063  4.750  0.58
H  -2.992  2.369  5.228  0.39
H  -4.699  1.336  3.759  0.84
H  -3.556  -0.538  2.309  0.30
H  -1.690  0.528  0.885  -0.45
F  2.021  -0.450  -0.993  -1.44
P  3.654  -0.981  -1.050  1.65
F  3.240  -2.072  0.119  -0.46
F  3.953  0.106  0.102  -0.36
F  3.211  -2.053  -2.142  -0.37
F  5.152  -1.508  -1.021  -0.36
F  3.949  0.101  -2.166  -0.26
C  -2.437  4.949  0.743  -1.70
C  -1.704  3.753  1.360  -0.24
C  -0.290  3.695  0.770  -1.55
C  -2.627  2.502  1.282  1.57
C  -3.826  2.741  2.273  -0.62
C  -5.183  2.783  1.652  -2.03
C  -5.399  2.337  0.420  -0.55
C  -4.317  1.931  -0.488  0.69
C  -4.709  1.215  -1.764  1.12
C  -5.796  1.934  -2.565  -1.77
C  -5.151  -0.207  -1.400  -1.51
C  -3.044  2.158  -0.131  -0.52
N  -1.984  2.031  -1.071  0.88
B  -0.744  1.237  -1.177  2.50
N  -0.311  1.520  -2.524  0.70
C  -1.159  2.463  -3.107  -1.37
C  -2.144  2.764  -2.255  -1.03
C  0.717  1.002  -3.372  -0.11
C  1.799  1.823  -3.700  0.43
C  2.681  1.389  -4.682  -0.38
C  2.503  0.169  -5.309  -1.66
C  1.442  -0.643  -4.946  -0.74
C  0.531  -0.245  -3.975  1.39
C  -0.689  -1.097  -3.671  2.26
C  -0.384  -2.591  -3.604  -1.80
C  -1.788  -0.812  -4.699  -1.63
C  2.049  3.147  -3.001  1.88
C  3.369  3.119  -2.226  -1.49
C  2.024  4.319  -3.983  -1.73
H  -1.919  5.878  0.985  0.50
H  -3.469  5.037  1.086  0.34
H  -2.454  4.852  -0.344  0.26
H  -1.584  3.951  2.431  0.86
H  -0.294  3.878  -0.304  0.42
H  0.206  2.739  0.940  -0.31
H  0.321  4.471  1.238  0.49
H  -3.651  3.665  2.831  0.84
H  -5.999  3.156  2.260  0.46
H  -6.407  2.331  0.025  0.34
H  -3.831  1.129  -2.401  -0.31
H  -6.772  1.860  -2.084  0.38
H  -5.889  1.483  -3.554  0.47
H  -5.564  2.992  -2.698  0.35
H  -6.008  -0.187  -0.723  0.33
H  -4.340  -0.747  -0.909  0.27
H  -5.441  -0.761  -2.295  0.48
H  -0.997  2.818  -4.110  0.56
H  -2.973  3.438  -2.385  0.51
H  3.531  2.007  -4.945  0.34
H  3.200  -0.159  -6.068  0.36
H  1.316  -1.602  -5.432  0.32
H  -1.072  -0.796  -2.694  -0.94
H  -0.128  -2.993  -4.586  0.45
H  -1.264  -3.130  -3.248  0.42
H  0.443  -2.796  -2.927  0.26
H  -1.449  -1.080  -5.703  0.35
H  -2.057  0.246  -4.705  0.31
H  -2.685  -1.394  -4.476  0.42
H  1.253  3.305  -2.272  -0.83
H  4.219  2.991  -2.898  0.33
H  3.389  2.296  -1.513  0.20
H  3.506  4.058  -1.685  0.48
H  2.824  4.228  -4.720  0.36
H  2.164  5.263  -3.453  0.46
H  1.078  4.370  -4.524  0.34

Results
HOMO energy (spin up / spin down), eV: -7.389 / -7.440
⟨S²⟩: 3.762
Molar mass, g mol⁻¹: 866.528
2S+1: 4
DFT total energy, Eh: -4937.894187
Charge: 0
LUMO level (spin up / spin down), eV: -0.61 / -0.77
Frontier orbital gap (spin up / spin down), eV: 6.8 / 6.7

2.
The following is a quantum chemistry calculation of the ion C17H29N2OS with charge +1, from the Open Molecules 2025 dataset.

Each line ends with the natural charge from an NBO analysis.
Geometry (Å):
C  2.871  3.514  -1.106  -0.60
H  3.653  3.844  -1.784  0.21
C  3.342  2.325  -0.277  -0.40
H  4.207  2.624  0.319  0.20
H  2.535  2.034  0.398  0.20
C  3.724  1.151  -1.179  -0.42
C  4.337  -0.027  -0.428  -0.21
N  3.350  -0.685  0.477  -0.43
C  3.679  -0.445  1.888  -0.42
H  4.631  -0.914  2.140  0.22
H  2.907  -0.846  2.539  0.22
H  3.750  0.625  2.066  0.24
C  3.161  -2.126  0.185  -0.22
H  3.974  -2.694  0.645  0.23
H  3.201  -2.270  -0.897  0.23
C  1.813  -2.660  0.683  -0.24
N  0.697  -2.293  -0.169  -0.61
C  0.277  -1.049  -0.409  0.70
O  0.898  -0.044  -0.056  -0.67
C  -1.000  -0.925  -1.199  -0.65
H  -0.747  -0.652  -2.226  0.27
H  -1.620  -0.127  -0.784  0.28
S  -1.977  -2.458  -1.287  0.20
C  -2.931  -2.306  0.284  -0.51
C  -3.767  -1.073  0.284  -0.11
C  -3.389  0.043  1.020  -0.21
C  -4.158  1.194  0.994  -0.21
C  -5.313  1.261  0.228  0.00
C  -5.682  0.142  -0.515  -0.22
C  -4.921  -1.008  -0.491  -0.13
H  -5.216  -1.866  -1.076  0.21
H  -6.579  0.177  -1.116  0.22
C  -6.160  2.494  0.205  -0.63
H  -7.090  2.314  0.744  0.23
H  -5.648  3.330  0.673  0.22
H  -6.418  2.763  -0.817  0.23
H  -3.853  2.049  1.579  0.22
H  -2.499  0.009  1.636  0.21
H  -3.538  -3.211  0.303  0.25
H  -2.218  -2.324  1.109  0.22
H  0.074  -3.025  -0.507  0.43
H  1.861  -3.749  0.698  0.25
H  1.621  -2.318  1.706  0.21
H  2.363  -0.253  0.290  0.49
H  4.710  -0.761  -1.144  0.22
H  5.186  0.315  0.165  0.22
H  4.458  1.494  -1.910  0.23
H  2.842  0.819  -1.731  0.21
H  1.996  3.245  -1.692  0.21
H  2.606  4.345  -0.458  0.22

Results
HOMO energy, eV: -11.062
Molar mass, g mol⁻¹: 309.499
DFT total energy, Eh: -1247.930004
Charge: +1
SMILES: CCCC[N@H+](C)CCNC(=O)CSCc1ccc(C)cc1
LUMO level, eV: -2.23
Frontier orbital gap, eV: 8.8

3.
The following is a quantum chemistry calculation of a cluster of 2 separate species, C5H13NO in total, from the Open Molecules 2025 dataset.

Each line ends with the natural charge from an NBO analysis.
Geometry (Å):
C  -0.483  -2.444  2.598  -0.51
C  -1.208  -1.394  2.246  0.32
O  -2.366  -1.081  2.921  -0.69
C  -0.919  -0.473  1.098  -0.67
H  0.357  -2.701  1.968  0.20
H  -0.676  -3.082  3.446  0.21
H  -2.521  -0.146  2.855  0.47
H  -0.045  -0.771  0.527  0.24
H  -1.780  -0.406  0.435  0.22
H  -0.708  0.530  1.482  0.21
C  1.359  2.240  -1.438  -0.41
N  0.407  1.157  -1.600  -0.62
C  0.948  0.087  -2.429  -0.41
H  2.094  1.980  -0.674  0.19
H  1.904  2.475  -2.363  0.16
H  0.850  3.144  -1.106  0.20
H  -0.455  1.479  -2.007  0.35
H  1.223  0.457  -3.425  0.16
H  0.193  -0.683  -2.562  0.20
H  1.824  -0.367  -1.972  0.19

Results
HOMO energy, eV: -8.760
Molar mass, g mol⁻¹: 103.165
DFT total energy, Eh: -328.254726
Charge: 0
SMILES: C=C(C)O.CNC
LUMO level, eV: 0.83
Frontier orbital gap, eV: 9.6

4.
The following is a quantum chemistry calculation of a cluster of 2 separate species, C4H10BrN2 in total, from the Open Molecules 2025 dataset.

Each line ends with the natural charge from an NBO analysis.
Geometry (Å):
C  -1.052  0.366  -0.491  -0.24
C  -0.911  -1.088  -0.968  -0.25
C  0.828  -0.423  0.466  0.15
C  0.461  1.953  0.688  -0.42
N  0.291  0.713  -0.035  -0.48
N  0.441  -1.503  -0.470  -0.57
Br  0.187  -1.038  2.335  -0.04
H  -1.356  1.050  -1.285  0.24
H  -1.769  0.436  0.336  0.22
H  -1.676  -1.725  -0.522  0.25
H  -0.956  -1.179  -2.050  0.25
H  2.449  -0.413  0.633  0.28
H  1.498  2.275  0.600  0.23
H  -0.183  2.710  0.247  0.23
H  0.208  1.838  1.745  0.22
H  0.422  -2.412  0.010  0.47
H  1.119  -1.559  -1.240  0.45

Results
HOMO energy, eV: -13.728
Molar mass, g mol⁻¹: 166.042
DFT total energy, Eh: -2841.604450
Charge: +1
LUMO level, eV: -3.99
Frontier orbital gap, eV: 9.7

5.
The following is a quantum chemistry calculation of a structure of composition C42H37AsF3O5PPbSSe2, from the Open Molecules 2025 dataset.

Each line ends with the Mulliken charge.
Geometry (Å):
Pb  1.276  0.108  -0.634  1.28
O  -1.894  1.049  -0.270  -0.59
C  -2.413  -0.022  -0.289  0.15
O  -1.587  -1.154  -0.362  0.53
C  -3.827  -0.437  -0.240  0.55
C  -4.916  0.420  -0.214  -0.55
C  -6.180  -0.148  -0.194  -0.65
C  -6.339  -1.534  -0.202  -0.79
C  -5.241  -2.386  -0.225  -0.55
C  -3.979  -1.817  -0.240  0.02
P  -2.359  -2.592  -0.358  0.91
C  -2.052  -3.493  1.123  1.00
C  -1.304  -4.670  1.151  -0.23
C  -1.046  -5.280  2.366  -0.95
C  -1.525  -4.717  3.542  -0.64
C  -2.278  -3.549  3.514  -0.93
C  -2.549  -2.932  2.305  -0.60
C  -2.277  -3.405  -1.917  0.86
C  -1.941  -2.667  -3.050  -0.52
C  -1.872  -3.312  -4.272  -0.93
C  -2.129  -4.675  -4.357  -0.50
C  -2.471  -5.402  -3.226  -0.92
C  -2.541  -4.771  -1.993  -0.39
H  -4.772  1.492  -0.220  0.64
H  -7.055  0.488  -0.175  0.45
H  -7.336  -1.954  -0.196  0.48
H  -5.379  -3.459  -0.226  0.54
H  -0.912  -5.096  0.237  0.26
H  -0.462  -6.190  2.395  0.49
H  -1.315  -5.195  4.489  0.45
H  -2.671  -3.131  4.431  0.48
H  -3.150  -2.031  2.286  0.46
H  -1.730  -1.607  -2.984  0.38
H  -1.609  -2.753  -5.160  0.45
H  -2.058  -5.175  -5.313  0.45
H  -2.673  -6.462  -3.299  0.47
H  -2.806  -5.341  -1.111  0.49
C  0.501  0.418  3.114  -0.65
Se  0.949  -1.102  1.995  0.13
C  2.800  -1.306  2.564  -0.69
C  3.701  -0.110  2.326  -0.80
Se  3.962  0.411  0.470  0.19
C  4.934  -1.162  -0.136  -0.92
H  0.693  0.137  4.147  0.52
H  -0.559  0.617  2.978  0.34
H  1.079  1.295  2.838  -0.20
H  3.144  -2.209  2.060  0.40
H  2.743  -1.516  3.633  0.57
H  4.704  -0.328  2.695  0.53
H  3.353  0.791  2.833  0.31
H  4.368  -2.066  0.064  0.20
H  5.895  -1.155  0.371  0.40
H  5.071  -1.056  -1.208  0.35
C  4.273  4.881  3.154  -0.64
C  3.005  4.543  3.610  -0.77
C  2.083  3.986  2.736  -0.26
C  2.425  3.777  1.400  0.74
C  3.695  4.110  0.947  -0.04
C  4.616  4.664  1.828  -0.68
As  1.110  2.944  0.251  0.94
C  1.671  3.399  -1.545  0.17
C  2.728  2.884  -2.284  0.14
C  2.923  3.310  -3.592  -1.01
C  2.055  4.240  -4.151  -0.86
C  0.996  4.752  -3.415  -0.69
C  0.793  4.334  -2.106  0.01
C  -0.287  4.804  -1.207  0.61
C  -1.255  5.752  -1.521  -0.65
C  -2.204  6.108  -0.575  -0.81
C  -2.206  5.525  0.688  -0.79
C  -1.252  4.570  1.011  -0.71
C  -0.300  4.231  0.065  0.09
H  4.989  5.323  3.833  0.42
H  2.732  4.720  4.642  0.44
H  1.089  3.742  3.098  0.23
H  3.970  3.963  -0.090  0.33
H  5.600  4.938  1.471  0.45
H  3.436  2.186  -1.847  0.45
H  3.755  2.928  -4.168  0.47
H  2.210  4.575  -5.168  0.42
H  0.336  5.482  -3.866  0.43
H  -1.270  6.221  -2.496  0.41
H  -2.951  6.850  -0.823  0.43
H  -2.949  5.815  1.418  0.46
H  -1.259  4.109  1.992  0.41
F  2.995  -5.037  -2.078  -0.20
C  1.748  -4.604  -1.982  0.31
F  0.959  -5.609  -1.594  -0.20
F  1.336  -4.172  -3.172  -0.20
S  1.634  -3.254  -0.749  1.70
O  2.347  -2.127  -1.366  -0.89
O  2.245  -3.755  0.453  -0.82
O  0.213  -2.968  -0.656  -0.55

Results
HOMO energy, eV: -12.892
Molar mass, g mol⁻¹: 1181.830
DFT total energy, Eh: -10269.112520
Charge: +2
LUMO level, eV: -5.24
Frontier orbital gap, eV: 7.7